1.
Entry from the OMol25 dataset: 2 unconnected molecules or ions with the total composition C14H12F3N2O6S3 at a distorted geometry (ωB97M-V/def2-TZVPD).

```
40
Properties=species:S:1:pos:R:3:forces:R:3:nbo_charge:R:1
S -1.791898 2.095668 1.178423 0.7562 -0.0070 -0.0976 2.266
S 1.203618 2.193862 0.272360 0.2558 0.3642 1.0975 2.244
S -0.311074 -1.651240 0.719526 0.6794 -0.5672 1.0069 -0.494
F -0.869685 -4.103138 0.172403 0.7559 0.1537 -0.8883 -0.375
F 1.254156 -3.505243 -0.164597 -0.9348 -0.3828 -0.6151 -0.373
F -0.319961 -2.843620 -1.588461 0.2681 -0.7686 0.6006 -0.371
O -2.854154 2.865410 0.585106 0.4946 -0.7733 -0.0312 -0.901
O -0.370851 2.257828 -2.847286 0.5148 -1.3176 0.4370 -0.365
O 1.469394 3.558017 -0.108053 -0.3855 -0.5457 0.3510 -0.913
O 0.347783 0.179200 -2.955227 -1.3226 1.9201 0.6744 -0.378
O -1.094495 2.578490 2.328951 -0.3529 0.2280 -0.2445 -0.910
O 1.382426 1.729656 1.620457 -0.0037 0.3383 -0.3950 -0.898
N -0.557178 1.959071 -0.120302 0.6675 0.1700 1.3460 -0.860
N -0.193412 1.139000 -2.378287 -0.2876 -0.7438 -0.6969 0.508
C -0.059009 -3.048349 -0.241547 0.1633 0.1803 0.5211 0.784
C 3.082585 -0.787375 -1.859691 0.3440 0.2434 -0.0356 -0.225
C 4.338304 -0.224908 -2.092363 -0.3403 0.1231 0.0674 -0.191
C -0.819199 0.848851 -0.942677 -0.7223 -0.1848 -2.6518 -0.219
C 3.644239 1.787916 -0.935888 -0.3115 0.3310 -0.2185 -0.175
C -3.002056 -0.412429 0.665417 -0.3445 0.3454 0.2836 -0.195
C -2.837821 -1.184062 3.331686 -0.1086 0.0852 -0.0960 -0.216
C -3.399923 -1.693543 1.039080 -0.4155 0.3032 0.1704 -0.178
C -2.338415 0.057961 2.947675 0.3248 0.0774 -0.2106 -0.206
C 2.379525 1.219268 -0.714684 -0.1547 -0.6616 -0.4112 -0.349
C 2.127598 -0.086212 -1.114582 0.1142 -0.5150 0.5242 -0.101
C -2.381842 0.428467 1.599140 -0.7354 0.1314 -0.2003 -0.234
C -3.337909 -2.070437 2.377766 -0.0354 0.1703 -0.0223 -0.173
C 4.629741 1.050657 -1.593408 -0.2605 0.0612 0.0509 -0.238
H 1.232857 -0.615765 -0.760256 0.5214 0.2770 -0.3813 0.252
H -3.216819 -0.053220 -0.336771 0.1784 -0.2932 0.2001 0.217
H -1.904207 0.860590 -1.200696 0.8826 0.0257 0.0746 0.221
H 2.837142 -1.765267 -2.280926 0.0292 0.2656 0.3722 0.228
H 5.616188 1.493099 -1.748334 -0.3294 -0.1128 0.0443 0.210
H 5.085932 -0.767962 -2.674888 -0.2110 0.1413 0.2219 0.208
H -1.928667 0.751313 3.679191 0.0092 -0.2071 -0.1932 0.246
H 3.822130 2.817466 -0.631838 0.0360 -0.2500 -0.0118 0.237
H -3.776507 -2.385070 0.281584 0.0676 0.2857 0.2872 0.222
H -3.713666 -3.045224 2.686465 0.1954 0.1772 -0.0952 0.212
H -0.527012 -0.179275 -0.583710 -0.0868 0.9031 -0.5357 0.269
H -2.847859 -1.449450 4.389243 0.0848 0.0289 -0.2992 0.213
```
Forces are in eV/Å.

Properties
E_tot   -70632.3469 eV
Total charge   -1
HOMO level   -0.172 hartree
Energy above the lowest of the compared OMol25 structures with the same formula, charge and spin   126.8 kJ/mol

=====

2.
Entry from the OMol25 dataset: a molecular structure, C14H12F3N3O4S3 at a distorted geometry (ωB97M-V/def2-TZVPD).

```
39
Properties=species:S:1:pos:R:3:forces:R:3:nbo_charge:R:1
S -1.653587 0.862375 -1.682892 0.5950 0.6143 0.4948 2.285
S 1.331935 1.678252 -1.391067 -0.3739 0.4023 -0.0399 2.275
S 0.284116 -1.013351 -0.842923 0.5396 -0.2934 -3.0037 0.394
F -0.371798 -2.863288 0.894960 1.0376 0.6703 -0.0423 -0.313
F 0.704490 -1.149768 1.798540 -0.0722 -0.8920 -0.6724 -0.331
F 1.770867 -2.603875 0.508000 -1.0992 0.4593 0.2492 -0.307
O 1.434778 1.590045 -2.824116 -0.0954 0.0508 1.0166 -0.884
O -1.963633 2.250899 -1.489056 0.0191 -0.6723 -0.5288 -0.889
O 1.167223 2.930815 -0.706337 0.1558 -0.7168 -0.6519 -0.894
O -1.574848 0.266088 -2.984659 -0.2512 0.3241 0.5399 -0.884
N -0.802915 3.149169 1.014937 -0.2749 0.8950 0.3652 0.073
N -0.095780 0.676067 -0.883227 0.9668 -2.0352 -0.3083 -1.049
N -0.941826 4.254857 0.742006 0.3552 -3.2033 0.5846 0.021
C 4.591883 -0.648493 -0.873038 -0.0679 0.1873 0.0182 -0.208
C 2.887439 0.870325 0.750093 -0.1025 -0.2630 -0.2443 -0.215
C 2.695105 0.811299 -0.634672 0.2809 -0.0879 -0.0320 -0.260
C -4.814698 -1.305265 -0.415361 0.1681 0.1295 -0.1037 -0.209
C -2.705204 -0.147429 -0.646589 -0.4843 -0.4083 -0.1511 -0.241
C -4.394542 -1.835262 0.807141 0.1359 0.2852 -0.0274 -0.184
C -0.682892 1.819820 1.249243 -0.7062 2.4621 1.8377 -0.535
C 3.577996 0.108090 -1.461506 -0.2943 -0.1111 0.2797 -0.198
C 3.837691 0.027587 1.325610 0.0585 0.2259 -0.0118 -0.202
C 0.601792 -1.937709 0.684139 0.1173 0.6458 1.5376 0.820
C -3.149583 -1.479040 1.323516 -0.2227 0.0919 -0.4054 -0.203
C 4.689731 -0.728160 0.519289 -0.1454 0.0284 -0.1426 -0.177
C -2.302372 -0.666660 0.569373 -0.1900 -0.2006 0.6320 -0.220
C -3.980289 -0.455358 -1.145462 0.3639 0.0031 0.0814 -0.203
H 3.434111 0.149582 -2.539179 0.0541 -0.1028 0.2319 0.254
H 2.302862 1.557192 1.356230 -0.0127 -0.2851 -0.0922 0.239
H -5.797209 -1.556072 -0.812486 0.2524 0.0413 0.0784 0.226
H 0.278346 1.470694 1.636708 -0.2913 0.4936 -0.4654 0.210
H -2.830580 -1.831597 2.303337 0.0030 -0.0334 -0.3184 0.225
H -4.277482 -0.052799 -2.110665 -0.0855 -0.1256 0.1706 0.239
H 3.912986 -0.030452 2.412984 0.0820 0.1207 -0.3417 0.227
H 5.296349 -1.181221 -1.509764 -0.1873 0.0680 0.1825 0.228
H 5.438154 -1.374408 0.981913 -0.2158 0.2105 -0.1751 0.225
H -5.030865 -2.522379 1.359301 0.0289 0.1913 -0.1017 0.222
H -1.316262 -0.468612 0.953380 -0.3619 0.1607 0.0613 0.221
H -1.551502 1.378038 1.762284 0.3207 0.6694 -0.5013 0.225
```
Forces are in eV/Å.

Properties
E_tot   -68025.4179 eV
Total charge   0
HOMO level   -0.288 hartree
Energy above the lowest of the compared OMol25 structures with the same formula, charge and spin   0.0 kJ/mol

=====

3.
Entry from the OMol25 dataset: a molecular structure, C14H12F6IrN2O12S2 (ωB97M-V/def2-TZVPD).

```
49
Properties=species:S:1:pos:R:3:forces:R:3:lowdin_spin:R:1
Ir 0.191434 -0.415529 0.241700 -0.2673 0.1739 -0.0324 0.618
S -0.779216 2.620864 -0.683986 -0.3257 -0.1173 0.0758 0.000
S -0.730425 1.580939 -3.320347 -0.0253 -0.0025 -0.0862 0.000
F 1.387856 4.079232 -0.888738 0.0010 0.0032 -0.0023 0.000
F 0.390846 4.175769 1.031983 -0.0091 -0.0032 -0.0238 0.000
F 1.081078 3.041682 -4.538657 -0.0050 -0.0566 0.0121 0.000
F 1.840989 1.923697 -2.852476 -0.0160 -0.0585 -0.0049 0.000
F -0.451097 5.202563 -0.679431 -0.0078 -0.0039 0.0019 0.000
F 1.370778 0.897158 -4.703410 0.0031 0.0532 0.0209 0.000
O -2.788162 1.433475 5.140175 0.0269 -0.0047 0.0063 0.000
O 0.304120 -2.371238 0.714107 -0.1907 -0.0125 -0.0704 -0.005
O -1.707341 -0.712220 -0.329153 0.0829 -0.2299 0.0431 0.110
O -1.550187 1.905067 -4.437327 0.0501 -0.0144 0.0398 0.000
O 0.132353 1.594142 -0.107355 0.6451 0.0661 -0.2951 -0.001
O -3.851331 -0.597173 0.319729 0.0116 -0.0610 -0.0244 0.002
O 2.422122 -2.644838 -0.968576 -0.0514 0.1739 -0.0902 0.025
O 1.686313 -0.082765 1.526987 -0.0809 -0.1533 0.0428 0.095
O 2.150582 0.673622 3.584130 -0.0102 -0.0378 -0.0040 -0.001
O -0.736005 0.257934 -2.774374 0.0645 -0.0347 0.0181 0.002
O 1.482151 -0.604904 -1.204825 0.1414 0.0363 0.0228 0.126
O -2.011904 2.732199 0.031561 -0.0515 -0.0029 0.0162 0.000
N -0.831505 0.079717 1.880865 0.0042 -0.1514 0.1120 0.001
N -0.873494 2.705756 -2.206183 0.0126 0.0966 0.0728 0.000
C -2.155260 0.093490 1.837016 0.0195 -0.0306 0.0478 0.004
C 1.366199 0.371981 2.729026 0.0073 0.1315 -0.0338 0.005
C -0.591972 -3.194403 -1.394979 0.1556 0.0665 0.0226 0.000
C 2.521202 -1.457956 -1.199971 -0.1622 -0.1677 -0.1322 0.009
C -2.681094 -0.438402 0.524535 -0.0859 0.2267 -0.0006 0.007
C 3.805615 -0.775844 -1.557661 0.0174 0.0175 0.0340 0.002
C -2.881357 0.536610 2.914483 -0.0204 -0.0066 -0.0068 0.001
C 0.209019 4.123332 -0.286963 -0.0002 -0.0005 0.0544 0.000
C -0.777557 0.936691 4.060173 0.0403 0.0086 -0.0290 0.000
C -0.131848 0.481749 2.938734 -0.0317 -0.0108 0.0124 0.001
C 0.478400 -4.660012 0.393979 -0.0302 -0.0933 -0.0237 0.000
C -2.177020 0.971647 4.040812 -0.0144 0.0145 -0.0061 0.000
C 1.000259 1.885086 -3.887305 0.0148 0.0119 -0.0200 0.000
C 0.087054 -3.310640 -0.078352 0.1058 0.1000 0.2425 0.000
H 3.690968 -0.258325 -2.508885 -0.0177 0.0127 -0.0187 0.000
H -0.332461 -5.368437 0.223109 -0.0012 -0.0234 0.0001 0.000
H -3.962393 0.543013 2.858892 0.0022 0.0024 0.0028 0.000
H 0.776027 -4.642048 1.438000 0.0072 0.0014 -0.0073 0.000
H -3.745118 1.445010 5.023332 -0.0238 0.0006 -0.0078 0.000
H -0.214624 1.267440 4.921055 -0.0041 -0.0005 0.0033 0.000
H -0.410773 -2.247591 -1.892125 0.0023 0.0962 -0.0140 0.000
H -1.667282 -3.271116 -1.205304 0.0079 -0.0062 -0.0071 0.000
H 4.015371 -0.019631 -0.799584 0.0183 -0.0028 -0.0109 0.001
H 1.324395 -4.967191 -0.227058 -0.0072 0.0098 0.0334 0.000
H -0.289675 -4.020906 -2.033718 -0.0026 -0.0190 0.0099 0.000
H 4.613994 -1.498708 -1.607630 0.0004 0.0025 0.0038 0.000
```
Forces are in eV/Å.

Properties
E_tot   -83076.8914 eV
Total charge   0
HOMO level (spin up / spin down)   -0.382 / -0.377 hartree
Energy above the lowest of the compared OMol25 structures with the same formula, charge and spin   0.0 kJ/mol
Spin multiplicity   2